(1)
An isolated molecule of CH3IOP2 in a non-equilibrium geometry. Source: OMol25; level of theory: ωB97M-V/def2-TZVPD.

Each line ends with the Löwdin charge.
Positions of all 8 atoms, in Å:
1 O -0.094457 0.370980 -1.582175  -0.36
2 H 1.601248 0.718245 0.611323  0.01
3 H 0.600466 0.069735 1.974058  0.02
4 P 1.095351 -1.703031 0.328609  0.61
5 I -2.764751 0.893823 0.277095  0.23
6 H -0.590371 -0.046863 -2.215978  -0.02
7 P -0.608217 -0.426622 -0.261378  0.16
8 C 0.760733 0.123733 0.868449  -0.65

Atoms 1-3, force components in eV/Å:
O 1.01 1.10 2.17
H 0.28 0.92 -0.67
H -0.23 0.53 -1.06

Its largest force on an atom is 4.10 eV/A. Its energy above the lowest of the compared OMol25 structures with the same formula, charge and spin is 187.6 kJ/mol. As for the structure (SMILES): O[P@]1(I)=PC1. The value obtained for the lowest unoccupied orbital energy (spin up / spin down) is -1.780 / -1.949 eV. Its HOMO energy (spin up / spin down) is -7.611 / -8.630 eV. The value obtained for the total energy is -29809.334 eV.

(2)
A cluster of 2 separate species, CH3N2O2 in total in a non-equilibrium geometry. Source: OMol25; level of theory: ωB97M-V/def2-TZVPD.

Each line ends with the Löwdin charge.
Positions of all 8 atoms, in Å:
1 N -0.417901 -0.677844 0.573861  -0.02
2 H -0.208732 -1.581509 0.350085  -0.04
3 N 1.676345 0.309952 0.586848  -0.10
4 O 2.134974 0.241922 -0.557147  -0.20
5 H -1.691974 -0.646803 -1.072851  0.09
6 H 0.925719 1.104481 0.741399  0.06
7 O -1.268210 1.238877 -0.338592  -0.15
8 C -1.150222 0.010925 -0.283602  -0.63

Atoms 1-3, force components in eV/Å:
N -0.38 3.56 1.12
H 0.09 -2.91 -1.01
N -0.09 0.47 -0.36

Its largest force on an atom is 3.75 eV/A. Its energy above the lowest of the compared OMol25 structures with the same formula, charge and spin is 279.7 kJ/mol. The value obtained for the lowest unoccupied orbital energy is 4.752 eV. As for the charge: -1. Its HOMO energy is -3.650 eV. The value obtained for the total energy is -8158.619 eV.

(3)
A cluster of 2 separate species, CH3N2O3S in total in a non-equilibrium geometry. Source: OMol25; level of theory: ωB97M-V/def2-TZVPD.

Each line ends with the Löwdin charge.
Positions of all 10 atoms, in Å:
1 S 1.799462 0.235481 0.184875  0.78
2 O 2.962785 -0.240823 -0.670996  -0.58
3 C -2.014827 0.670354 -0.063319  -0.49
4 H -0.022780 0.900099 -0.373878  -0.12
5 N 0.589907 0.312859 -0.808558  -0.35
6 H 0.422706 -1.382037 0.846672  -0.12
7 N -1.768382 -0.545707 -0.051254  0.14
8 H -0.751347 -0.184386 -0.193283  -0.02
9 O 1.303419 -1.469974 1.099301  -0.39
10 O -2.520942 1.704137 0.030439  0.14

Atoms 1-3, force components in eV/Å:
S 2.36 -3.35 -1.55
O -1.67 1.02 2.08
C -3.36 -3.69 0.96

Its largest force on an atom is 5.08 eV/A. Its energy above the lowest of the compared OMol25 structures with the same formula, charge and spin is 265.4 kJ/mol. The value obtained for the lowest unoccupied orbital energy is 3.472 eV. As for the charge: -1. Its HOMO energy is -4.821 eV. The value obtained for the total energy is -21042.313 eV.

(4)
A cluster of 2 separate species, CH3N2OP in total in a non-equilibrium geometry. Source: OMol25; level of theory: ωB97M-V/def2-TZVPD.

Each line ends with the Löwdin charge.
Positions of all 8 atoms, in Å:
1 C 0.842114 0.516818 -0.765238  -0.06
2 H 1.887770 0.671344 -0.741760  0.06
3 H -5.399807 0.289358 1.433795  -0.08
4 H 0.267704 0.090798 -1.541060  0.07
5 O -4.020978 -0.774693 -0.364996  -0.58
6 N -0.001950 0.942974 0.001952  -0.25
7 N -0.865035 1.323082 0.634943  0.18
8 P -4.545422 0.450526 0.219864  0.65

Atoms 1-3, force components in eV/Å:
C 2.05 -1.83 -3.12
H 0.55 0.17 0.29
H 0.51 0.01 -0.71

Its largest force on an atom is 6.28 eV/A. Its energy above the lowest of the compared OMol25 structures with the same formula, charge and spin is 99.2 kJ/mol. The value obtained for the lowest unoccupied orbital energy (spin up / spin down) is 0.930 / -2.568 eV. As for the expectation value of S²: 2.009. As for the multiplicity: 3. Its HOMO energy (spin up / spin down) is -7.758 / -8.693 eV. The value obtained for the total energy is -15396.746 eV.

(5)
A cluster of 2 separate species, CH3N2OS in total in a non-equilibrium geometry. Source: OMol25; level of theory: ωB97M-V/def2-TZVPD.

Each line ends with the Löwdin charge.
Positions of all 8 atoms, in Å:
1 H 1.337548 -0.384508 1.245891  0.07
2 C 1.668941 0.072455 0.255638  -0.19
3 H 0.053416 0.316665 -0.649932  -0.09
4 O -2.720593 0.917997 0.195141  -0.29
5 H 2.721844 0.040866 0.209249  0.01
6 N 1.003240 0.464196 -0.722188  0.05
7 S -2.137654 -1.547880 -0.225173  0.18
8 N -1.926740 0.120210 -0.308625  -0.75

Atoms 1-3, force components in eV/Å:
H -0.47 0.50 -1.17
C -0.63 -1.10 1.65
H -3.15 -0.13 0.47

Its largest force on an atom is 3.19 eV/A. Its energy above the lowest of the compared OMol25 structures with the same formula, charge and spin is 19.8 kJ/mol. The value obtained for the lowest unoccupied orbital energy is 4.107 eV. As for the charge: -1. Its HOMO energy is -3.023 eV. The value obtained for the total energy is -16946.882 eV.

(6)
A structure of composition CH3N2P in a non-equilibrium geometry. Source: OMol25; level of theory: ωB97M-V/def2-TZVPD.

Each line ends with the Löwdin charge.
Positions of all 7 atoms, in Å:
1 H -0.680510 -0.103693 -1.363733  0.03
2 H -1.642854 -0.275191 1.055303  0.04
3 P -0.268008 0.781455 0.859358  0.75
4 N 1.463142 -1.545238 0.785706  0.07
5 C 0.870599 -0.527897 0.842167  -0.59
6 N -0.363577 0.775406 -0.931330  -0.31
7 H 0.621207 0.895158 -1.247470  0.02

Atoms 1-3, force components in eV/Å:
H 0.18 0.46 0.64
H 2.66 2.00 -0.20
P -3.50 -1.12 -1.58

Its largest force on an atom is 5.05 eV/A. Its energy above the lowest of the compared OMol25 structures with the same formula, charge and spin is 84.1 kJ/mol. The value obtained for the lowest unoccupied orbital energy is -0.260 eV. Its HOMO energy is -10.277 eV. The value obtained for the total energy is -13352.914 eV.

(7)
A cluster of 2 separate species, CH3N2S2 in total in a non-equilibrium geometry. Source: OMol25; level of theory: ωB97M-V/def2-TZVPD.

Each line ends with the Löwdin charge.
Positions of all 8 atoms, in Å:
1 H -0.691034 -1.833318 -1.109600  0.15
2 N -0.728121 -0.967735 -0.551261  0.23
3 H -0.782707 0.598312 0.984631  0.09
4 S 0.567250 -0.089182 -3.087880  0.27
5 S 1.328414 1.370249 -2.163530  0.51
6 N 0.719663 1.475173 -0.696983  -0.40
7 C -0.671717 -0.124206 0.278114  0.20
8 H 0.982547 2.167858 -0.113852  -0.04

Atoms 1-3, force components in eV/Å:
H -0.12 0.89 0.42
N 0.07 2.53 4.24
H -0.34 1.59 1.95

Its largest force on an atom is 8.41 eV/A. Its energy above the lowest of the compared OMol25 structures with the same formula, charge and spin is 200.3 kJ/mol. The value obtained for the lowest unoccupied orbital energy is -5.951 eV. As for the charge: +1. Its HOMO energy is -14.053 eV. The value obtained for the total energy is -25725.563 eV.

(8)
A structure of composition CH3N3 in a non-equilibrium geometry. Source: OMol25; level of theory: ωB97M-V/def2-TZVPD.

Each line ends with the Löwdin charge.
Positions of all 7 atoms, in Å:
1 H -1.106695 1.256719 -1.474026  0.03
2 C 0.637217 1.596428 -0.352453  -0.08
3 N 3.198963 0.113763 2.670487  0.01
4 H -2.238075 -2.803346 -1.200699  0.00
5 N -0.258278 1.222339 -1.014085  0.04
6 H -2.828450 -2.359065 -0.956568  0.00
7 N 2.595318 0.973163 2.327344  0.00

Atoms 1-3, force components in eV/Å:
H -1.56 -0.19 -0.95
C -0.64 -0.49 -0.61
N -1.27 1.78 -0.75

Its largest force on an atom is 2.73 eV/A. Its energy above the lowest of the compared OMol25 structures with the same formula, charge and spin is 139.5 kJ/mol. The value obtained for the lowest unoccupied orbital energy is 1.259 eV. Its HOMO energy is -11.743 eV. The value obtained for the total energy is -5554.435 eV.

(9)
A structure of composition CH3N3O in a non-equilibrium geometry. Source: OMol25; level of theory: ωB97M-V/def2-TZVPD.

Each line ends with the Löwdin charge.
Positions of all 8 atoms, in Å:
1 N -0.067435 -1.035107 -0.180301  0.06
2 H -1.655764 0.062631 -0.722312  0.06
3 C 0.909839 0.007671 0.086494  -0.55
4 O 2.114549 0.010766 0.156218  0.06
5 N -0.074632 0.965312 -0.038178  0.03
6 H -0.202309 2.018750 0.396602  0.23
7 N -1.056080 -0.018730 0.000045  -0.07
8 H 0.031835 -2.011292 0.301433  0.18

Atoms 1-3, force components in eV/Å:
N 2.30 -0.68 0.43
H -2.03 -0.01 -3.45
C 1.64 -0.87 -1.36

Its largest force on an atom is 4.84 eV/A. Its energy above the lowest of the compared OMol25 structures with the same formula, charge and spin is 317.7 kJ/mol. The value obtained for the lowest unoccupied orbital energy is 0.913 eV. Its HOMO energy is -8.831 eV. The value obtained for the total energy is -7600.310 eV.

(10)
An isolated molecule of CH3N3O in a non-equilibrium geometry. Source: OMol25; level of theory: ωB97M-V/def2-TZVPD.

Each line ends with the Löwdin charge.
Positions of all 8 atoms, in Å:
1 N -0.333554 -0.184156 -0.366765  0.02
2 H 0.573613 1.131125 -1.426619  0.07
3 H -0.794028 -0.044624 1.617373  0.13
4 O 1.629470 1.544563 1.561607  0.13
5 C 0.970621 0.908038 0.872628  -0.54
6 N 0.010626 -0.083912 1.016032  0.02
7 N 0.947033 0.447709 -0.794274  0.09
8 H -0.269725 -1.053432 -0.736479  0.07

Atoms 1-3, force components in eV/Å:
N 4.18 4.99 1.34
H 0.78 0.70 -1.13
H 0.30 0.24 0.67

Its largest force on an atom is 6.65 eV/A. Its energy above the lowest of the compared OMol25 structures with the same formula, charge and spin is 411.9 kJ/mol. The value obtained for the lowest unoccupied orbital energy (spin up / spin down) is 1.291 / -3.025 eV. As for the expectation value of S²: 2.009. As for the multiplicity: 3. Its HOMO energy (spin up / spin down) is -4.212 / -9.981 eV. The value obtained for the total energy is -7595.153 eV.